{"formula": "C21H41IrN7OSi4", "method": "ωB97M-V with the def2-TZVPD basis set", "symbols": ["Ir", "C", "C", "C", "C", "C", "H", "H", "H", "H", "H", "C", "Si", "C", "C", "Si", "Si", "C", "C", "C", "Si", "C", "C", "C", "H", "H", "H", "H", "H", "H", "H", "H", "H", "H", "H", "H", "H", "H", "H", "H", "H", "H", "H", "H", "H", "H", "H", "H", "H", "H", "H", "N", "N", "N", "C", "N", "N", "H", "H", "H", "N", "C", "O", "C", "C", "C", "C", "N", "C", "H", "H", "H", "H", "H", "H"], "xyz": [[-1.938, -0.199, 0.450], [-3.999, 0.155, 1.394], [-3.861, -1.217, 1.167], [-2.677, -1.673, 1.860], [-2.145, -0.563, 2.578], [-2.913, 0.600, 2.232], [-4.771, 0.784, 0.978], [-4.503, -1.827, 0.550], [-2.331, -2.692, 1.923], [-1.319, -0.599, 3.265], [-2.794, 1.587, 2.650], [0.966, -2.059, 3.198], [1.382, -0.248, 2.885], [3.239, -0.037, 2.914], [0.678, 0.891, 4.205], [0.379, 0.335, 0.794], [2.084, -0.217, -0.948], [3.599, 0.857, -0.931], [1.367, -0.294, -2.668], [2.561, -1.906, -0.276], [0.946, 2.744, 0.525], [2.508, 3.235, 1.401], [-0.492, 3.438, 1.513], [0.945, 3.318, -1.260], [0.807, -2.241, 4.264], [1.808, -2.681, 2.887], [0.084, -2.416, 2.664], [3.577, -0.305, 3.919], [3.550, 0.991, 2.735], [3.770, -0.684, 2.217], [0.892, 0.471, 5.192], [-0.396, 1.078, 4.154], [1.181, 1.860, 4.157], [3.417, 1.875, -1.272], [4.300, 0.400, -1.639], [4.091, 0.882, 0.041], [1.526, 0.659, -3.179], [0.309, -0.535, -2.707], [1.915, -1.056, -3.232], [3.295, -1.795, 0.522], [3.035, -2.454, -1.097], [1.750, -2.526, 0.099], [2.446, 3.037, 2.471], [2.596, 4.320, 1.276], [3.418, 2.790, 1.008], [-0.339, 3.237, 2.575], [-1.465, 3.046, 1.224], [-0.504, 4.524, 1.375], [1.918, 3.745, -1.512], [0.199, 4.106, -1.395], [0.741, 2.517, -1.968], [-1.688, 2.566, -4.130], [-1.946, 2.334, -2.800], [-2.722, 3.119, -2.094], [-2.779, 2.470, -0.943], [-2.063, 1.338, -0.992], [-1.529, 1.268, -2.202], [-1.855, 3.549, -4.319], [-0.734, 2.296, -4.343], [-3.342, 2.813, -0.093], [0.613, -5.092, -1.235], [0.290, -4.441, -2.389], [0.856, -4.597, -3.443], [-0.810, -3.416, -2.286], [-1.689, -3.271, -3.352], [-2.662, -2.290, -3.283], [-2.676, -1.439, -2.195], [-1.780, -1.525, -1.198], [-0.894, -2.531, -1.231], [1.286, -5.839, -1.336], [-0.087, -5.228, -0.525], [-1.596, -3.932, -4.206], [-3.398, -2.169, -4.065], [-3.415, -0.654, -2.117], [-0.213, -2.586, -0.398]], "mulliken_spin": [0.18, 0.00, 0.00, -0.01, -0.01, 0.00, 0.00, 0.00, 0.00, 0.00, 0.00, 0.00, 0.00, 0.00, 0.01, 0.19, 0.15, 0.00, 0.05, 0.12, 0.18, 0.02, 0.10, 0.02, 0.00, 0.00, 0.00, 0.00, 0.00, 0.00, 0.00, 0.00, 0.00, 0.00, 0.00, 0.00, 0.00, -0.01, 0.01, 0.00, 0.01, -0.01, 0.00, 0.01, 0.00, 0.00, -0.03, 0.01, 0.00, 0.00, 0.00, 0.00, 0.00, 0.00, 0.00, -0.01, 0.00, 0.00, 0.00, 0.00, 0.00, 0.00, 0.00, 0.00, 0.00, 0.00, 0.00, 0.00, 0.03, 0.00, 0.00, 0.00, 0.00, 0.00, -0.02], "spin_multiplicity": 2, "charge": 2, "s2": 0.75, "homo_energy_ev": [-13.7066, -14.0197], "relative_energy_ev": 0.127}


{"formula": "C21H41IrNO3PS3Si2Te", "method": "ωB97M-V with the def2-TZVPD basis set", "symbols": ["Ir", "S", "C", "C", "C", "C", "C", "C", "S", "H", "H", "H", "H", "C", "C", "O", "P", "O", "C", "C", "O", "C", "C", "H", "H", "H", "H", "H", "H", "H", "H", "H", "H", "H", "H", "H", "H", "H", "S", "C", "N", "C", "Si", "C", "C", "C", "Te", "C", "Si", "C", "C", "C", "H", "H", "H", "H", "H", "H", "H", "H", "H", "H", "H", "H", "H", "H", "H", "H", "H", "H", "H", "H", "H", "H"], "xyz": [[0.143, -2.049, -0.329], [-0.595, -1.387, 1.661], [-0.902, -2.779, 2.679], [-1.340, -2.635, 3.998], [-1.560, -3.765, 4.756], [-1.326, -5.034, 4.217], [-0.873, -5.172, 2.922], [-0.666, -4.028, 2.144], [-0.103, -4.125, 0.493], [-1.506, -1.648, 4.414], [-1.909, -3.668, 5.776], [-1.495, -5.915, 4.821], [-0.680, -6.152, 2.503], [3.222, -2.793, -3.154], [2.884, -3.576, -1.906], [3.195, -2.819, -0.704], [2.280, -1.643, -0.179], [2.812, -1.413, 1.280], [2.777, -2.476, 2.280], [4.188, -2.879, 2.625], [2.686, -0.322, -0.923], [4.063, 0.161, -0.951], [4.200, 1.075, -2.141], [3.025, -3.410, -4.031], [4.276, -2.514, -3.162], [2.614, -1.889, -3.233], [3.475, -4.483, -1.818], [1.829, -3.857, -1.882], [2.202, -3.319, 1.891], [2.244, -2.059, 3.133], [4.691, -3.304, 1.757], [4.167, -3.630, 3.416], [4.758, -2.021, 2.981], [4.733, -0.697, -1.018], [4.246, 0.677, -0.010], [4.082, 0.525, -3.074], [5.187, 1.539, -2.133], [3.447, 1.862, -2.106], [0.565, 0.569, -4.196], [0.239, -0.225, -2.864], [-0.037, -0.791, -1.856], [-4.846, 4.156, -3.106], [-3.517, 2.885, -2.829], [-3.680, 1.439, -3.991], [-1.815, 3.637, -2.932], [-3.780, 2.234, -1.039], [-2.532, 0.617, -0.554], [-0.883, 1.750, 0.060], [-1.060, 2.687, 1.727], [-2.404, 1.916, 2.767], [-1.465, 4.468, 1.349], [0.602, 2.515, 2.546], [-4.763, 4.571, -4.113], [-4.766, 4.984, -2.399], [-5.842, 3.721, -3.008], [-3.574, 1.783, -5.022], [-4.654, 0.952, -3.905], [-2.902, 0.687, -3.830], [-1.737, 4.237, -3.842], [-1.029, 2.878, -2.987], [-1.608, 4.302, -2.090], [-4.805, 1.872, -0.929], [-3.603, 3.030, -0.314], [-0.664, 2.437, -0.760], [-0.062, 1.034, 0.118], [-3.373, 1.881, 2.260], [-2.545, 2.509, 3.674], [-2.142, 0.901, 3.071], [-2.497, 4.604, 1.018], [-0.805, 4.873, 0.578], [-1.334, 5.079, 2.245], [0.863, 1.460, 2.661], [0.597, 2.972, 3.538], [1.388, 2.998, 1.961]], "mulliken_spin": [0.02, 0.03, 0.00, 0.00, 0.00, 0.00, 0.00, 0.00, 0.00, 0.00, 0.00, 0.00, 0.00, 0.00, 0.00, 0.00, 0.01, 0.00, 0.00, 0.00, 0.00, 0.00, 0.00, 0.00, 0.00, 0.00, 0.00, 0.00, 0.00, 0.00, 0.00, 0.00, 0.00, 0.00, 0.00, 0.00, 0.00, 0.00, 0.01, 0.00, 0.02, 0.00, 0.00, 0.02, 0.01, 0.02, 0.84, 0.08, 0.00, 0.04, 0.00, 0.00, 0.00, 0.00, 0.00, 0.00, 0.00, 0.00, 0.00, 0.00, 0.00, 0.00, 0.00, -0.02, -0.07, -0.01, 0.00, -0.01, 0.00, 0.00, 0.00, 0.00, 0.00, 0.00], "spin_multiplicity": 2, "charge": 1, "s2": 0.75, "homo_energy_ev": [-10.3479, -10.3623], "relative_energy_ev": 0.214}


{"formula": "C21H41N3O12", "method": "ωB97M-V with the def2-TZVPD basis set", "symbols": ["C", "O", "C", "C", "O", "C", "C", "O", "C", "H", "H", "H", "H", "H", "H", "H", "H", "H", "H", "H", "H", "H", "H", "C", "O", "C", "O", "O", "C", "H", "H", "H", "H", "H", "H", "C", "O", "C", "O", "O", "C", "H", "H", "H", "H", "H", "H", "C", "O", "C", "O", "O", "C", "H", "H", "H", "H", "H", "H", "C", "C", "N", "H", "H", "H", "C", "C", "N", "H", "H", "H", "C", "C", "N", "H", "H", "H"], "xyz": [[4.302, -0.899, -23.882], [3.858, -2.164, -24.383], [2.783, -2.838, -23.675], [2.386, -4.234, -24.130], [3.299, -5.171, -23.725], [4.570, -5.256, -24.386], [5.483, -6.485, -23.918], [5.759, -6.416, -22.459], [6.487, -7.445, -21.910], [4.529, -1.093, -22.833], [3.521, -0.144, -23.967], [5.150, -0.449, -24.397], [1.893, -2.212, -23.721], [3.075, -2.936, -22.629], [2.128, -4.358, -25.182], [1.429, -4.527, -23.697], [5.061, -4.315, -24.137], [4.454, -5.279, -25.469], [6.429, -6.400, -24.452], [5.091, -7.476, -24.150], [5.925, -8.378, -21.952], [6.599, -7.191, -20.856], [7.473, -7.717, -22.287], [9.358, -0.461, -29.207], [8.741, -0.869, -27.986], [7.948, -1.887, -27.944], [7.537, -2.510, -28.917], [7.725, -2.083, -26.609], [7.091, -3.307, -26.183], [10.202, 0.182, -28.961], [8.718, 0.320, -29.617], [9.638, -1.191, -29.967], [6.224, -3.473, -26.823], [6.653, -3.251, -25.186], [7.767, -4.163, -26.171], [6.024, -5.299, -18.234], [7.329, -5.482, -17.837], [7.853, -4.914, -16.713], [7.255, -4.206, -15.920], [9.120, -5.476, -16.522], [9.789, -5.394, -15.243], [5.928, -4.269, -18.577], [5.344, -5.457, -17.397], [5.727, -5.941, -19.062], [9.092, -5.423, -14.405], [10.323, -4.445, -15.193], [10.444, -6.261, -15.155], [2.433, -5.557, -20.975], [1.195, -4.882, -20.836], [0.091, -5.457, -20.362], [-0.136, -6.655, -20.128], [-0.768, -4.404, -20.271], [-2.126, -4.585, -20.004], [3.302, -4.958, -21.246], [2.330, -6.494, -21.522], [2.518, -6.041, -20.002], [-2.619, -3.629, -20.181], [-2.295, -4.873, -18.967], [-2.574, -5.354, -20.633], [10.958, 0.184, -22.196], [10.176, 1.451, -22.030], [9.511, 2.387, -21.911], [11.299, -0.228, -21.247], [11.825, 0.346, -22.837], [10.230, -0.479, -22.665], [9.715, -2.440, -19.927], [10.509, -2.628, -18.711], [11.084, -2.803, -17.690], [9.492, -3.454, -20.257], [10.340, -1.901, -20.639], [8.800, -1.901, -19.681], [6.801, -3.578, -21.924], [7.139, -2.189, -22.204], [7.454, -1.113, -22.389], [7.218, -4.359, -22.560], [5.714, -3.549, -21.986], [7.200, -3.792, -20.933]], "mulliken_spin": [0.00, 0.43, 0.05, 0.00, 0.31, 0.05, 0.01, 0.00, 0.00, 0.02, 0.03, 0.00, 0.06, 0.02, 0.01, 0.00, 0.01, 0.01, 0.00, 0.00, 0.00, 0.00, 0.00, 0.00, 0.00, 0.00, 0.00, 0.00, 0.01, 0.00, 0.00, 0.00, 0.00, -0.01, 0.00, 0.00, 0.00, 0.00, 0.00, 0.00, 0.00, 0.00, 0.00, 0.00, 0.00, 0.00, 0.00, 0.00, 0.00, 0.00, 0.00, 0.00, 0.00, 0.00, 0.00, 0.00, 0.00, 0.00, 0.00, 0.00, 0.00, 0.00, 0.00, 0.00, 0.00, 0.00, 0.00, 0.00, 0.00, 0.00, 0.00, 0.00, 0.00, 0.00, 0.00, 0.00, 0.00], "spin_multiplicity": 2, "charge": 1, "s2": 0.76, "homo_energy_ev": [-12.5838, -12.5838]}